The following is a DFT calculation (wB97M-V/def2-TZVPD) of the ion C9H10NO2 with charge +1 at a distorted geometry.

Structure (XYZ):
```
22
Properties=species:S:1:pos:R:3:nbo_charge:R:1
H -3.938 -1.180 -0.538 0.24
H 2.209 3.109 0.120 0.38
O 0.399 -2.018 0.188 -0.41
C 0.856 1.000 0.693 -0.55
N 2.461 2.310 -0.468 -0.69
O 2.511 -2.646 -0.025 -0.56
C -1.873 -1.588 -0.188 -0.24
H -1.963 -2.657 -0.294 0.24
H -3.644 1.269 -0.310 0.24
C -0.617 -1.048 0.078 0.30
H 1.343 0.385 1.462 0.24
H 3.204 2.482 -1.134 0.41
C 1.591 -1.779 -0.195 0.68
C -0.422 0.331 0.255 -0.08
C -2.798 0.609 -0.199 -0.17
H 1.903 -0.766 -0.590 0.24
C -1.553 1.131 0.096 -0.17
H -1.450 2.198 0.223 0.23
H 2.239 -3.489 0.393 0.53
C 1.913 1.147 -0.391 0.10
H 0.596 1.961 1.153 0.22
C -2.967 -0.762 -0.329 -0.18
```

## Properties
total energy	-553.85640	Ha
total charge	+1
HOMO energy	-12.394	eV
energy above the lowest of the compared OMol25 structures with the same formula, charge and spin	1.371	eV